# 1
15 unconnected molecules or ions with the total composition C36H104N6O17. Source: OMol25; level of theory: ωB97M-V/def2-TZVPD.

Geometry (Å):
C (-3.115, -1.244, -0.897)
C (-4.496, -0.877, -0.462)
O (-5.238, -2.080, -0.257)
H (-2.359, -0.460, -0.924)
H (-3.168, -1.639, -1.912)
H (-2.722, -2.044, -0.270)
H (-4.972, -0.107, -1.069)
H (-4.437, -0.397, 0.514)
H (-6.104, -1.768, 0.015)
C (-1.634, -5.738, 4.172)
C (-1.401, -4.308, 3.912)
O (-1.619, -3.488, 5.010)
H (-0.925, -6.165, 4.881)
H (-1.499, -6.301, 3.249)
H (-2.645, -5.867, 4.558)
H (-2.046, -3.964, 3.103)
H (-0.411, -4.261, 3.458)
H (-1.787, -2.629, 4.614)
C (-2.018, 5.991, 2.043)
C (-1.199, 7.236, 1.843)
O (0.099, 7.005, 2.399)
H (-1.578, 5.239, 1.388)
H (-3.069, 5.975, 1.758)
H (-2.031, 5.477, 3.005)
H (-1.573, 8.163, 2.278)
H (-1.104, 7.438, 0.776)
H (0.060, 6.677, 3.300)
C (3.061, -1.037, 4.787)
C (4.508, -0.647, 5.219)
O (4.777, -1.474, 6.357)
H (2.434, -1.323, 5.632)
H (3.123, -1.854, 4.068)
H (2.518, -0.371, 4.116)
H (4.454, 0.408, 5.485)
H (5.255, -0.716, 4.428)
H (4.283, -1.224, 7.141)
C (2.444, 4.887, 0.010)
C (2.845, 3.429, 0.172)
O (3.308, 3.344, 1.471)
H (1.954, 5.071, -0.946)
H (3.352, 5.482, -0.085)
H (1.751, 5.210, 0.787)
H (3.673, 3.120, -0.467)
H (1.963, 2.793, 0.099)
H (4.268, 3.356, 1.463)
C (-5.843, 3.536, -1.090)
C (-6.432, 4.880, -1.651)
O (-5.355, 5.407, -2.418)
H (-5.068, 3.663, -0.334)
H (-5.512, 2.938, -1.939)
H (-6.607, 2.861, -0.703)
H (-6.762, 5.642, -0.945)
H (-7.232, 4.717, -2.373)
H (-5.584, 6.338, -2.471)
C (0.470, 3.515, 4.356)
C (0.907, 4.951, 4.716)
O (-0.217, 5.802, 4.951)
H (-0.055, 3.132, 5.232)
H (1.194, 2.757, 4.057)
H (-0.346, 3.630, 3.643)
H (1.611, 5.474, 4.069)
H (1.562, 4.897, 5.585)
H (-0.623, 5.583, 5.793)
C (1.543, -0.525, -1.721)
C (0.206, -1.130, -2.172)
O (0.336, -1.858, -3.350)
H (1.425, 0.039, -0.796)
H (1.979, 0.208, -2.400)
H (2.263, -1.341, -1.666)
H (-0.473, -0.286, -2.291)
H (-0.096, -1.794, -1.362)
H (-0.460, -2.376, -3.489)
C (0.304, -7.947, 0.888)
C (-0.341, -8.671, -0.261)
O (-1.406, -7.922, -0.810)
H (0.927, -8.618, 1.478)
H (-0.417, -7.574, 1.616)
H (0.924, -7.100, 0.592)
H (-0.760, -9.606, 0.111)
H (0.380, -8.940, -1.034)
H (-2.116, -8.552, -0.948)
C (3.937, -3.619, -2.690)
C (5.305, -3.909, -2.147)
O (6.253, -3.723, -3.102)
H (3.236, -3.863, -1.892)
H (3.708, -4.259, -3.542)
H (3.827, -2.585, -3.018)
H (5.427, -4.965, -1.906)
H (5.546, -3.427, -1.199)
H (6.153, -4.388, -3.787)
C (1.683, -6.826, -2.884)
C (2.552, -7.664, -3.890)
O (3.920, -7.593, -3.432)
H (0.657, -6.709, -3.234)
H (2.133, -5.852, -2.691)
H (1.758, -7.272, -1.892)
H (2.519, -7.311, -4.920)
H (2.244, -8.709, -3.836)
H (3.898, -8.073, -2.601)
C (-3.061, 0.496, 4.841)
O (-2.618, -0.614, 4.831)
N (-3.654, 1.052, 5.876)
N (-2.930, 1.380, 3.905)
H (-3.732, 0.447, 6.681)
H (-3.980, 2.008, 5.877)
H (-2.449, 1.027, 3.090)
H (-3.554, 2.174, 3.935)
C (-1.728, -4.701, -2.887)
O (-1.738, -3.628, -3.401)
N (-1.091, -4.926, -1.755)
N (-2.185, -5.811, -3.449)
H (-1.140, -5.832, -1.311)
H (-0.606, -4.124, -1.378)
H (-2.814, -5.806, -4.239)
H (-2.024, -6.676, -2.953)
C (-1.049, 6.829, -2.224)
O (-0.669, 5.901, -3.210)
C (-0.002, 6.589, -4.286)
C (0.312, 5.532, -5.308)
N (1.441, 4.708, -5.031)
C (1.219, 3.653, -4.005)
C (2.422, 2.702, -3.876)
O (2.463, 1.865, -5.035)
C (3.501, 0.920, -4.988)
H (-0.299, 7.119, -1.488)
H (-1.837, 6.423, -1.590)
H (-1.458, 7.766, -2.602)
H (0.927, 7.050, -3.952)
H (-0.752, 7.238, -4.738)
H (0.524, 6.003, -6.268)
H (-0.558, 4.917, -5.540)
H (1.975, 4.434, -5.843)
H (0.383, 3.074, -4.396)
H (0.890, 4.131, -3.083)
H (2.351, 2.138, -2.946)
H (3.345, 3.281, -3.879)
H (3.477, 0.315, -5.894)
H (3.485, 0.274, -4.111)
H (4.436, 1.477, -5.039)
C (1.362, -3.877, 0.477)
O (0.359, -2.828, 0.712)
C (0.641, -2.005, 1.894)
C (-0.568, -1.132, 2.328)
N (-1.095, -0.024, 1.578)
C (-0.187, 1.127, 1.589)
C (-0.783, 2.416, 1.007)
O (-0.836, 2.260, -0.408)
C (-1.169, 3.580, -0.984)
H (1.099, -4.264, -0.508)
H (1.292, -4.694, 1.195)
H (2.357, -3.447, 0.367)
H (1.501, -1.346, 1.777)
H (0.898, -2.782, 2.614)
H (-0.299, -0.789, 3.327)
H (-1.438, -1.772, 2.472)
H (-1.390, -0.340, 0.665)
H (0.718, 0.886, 1.032)
H (0.112, 1.393, 2.603)
H (-0.114, 3.220, 1.312)
H (-1.800, 2.557, 1.373)
H (-1.445, 3.621, -2.038)
H (-0.387, 4.251, -0.626)
H (-2.105, 3.875, -0.511)

As for the HOMO-LUMO gap: 8.261 eV. For the energy above the lowest of the compared OMol25 structures with the same formula, charge and spin, the calculation gives 237.4 kJ/mol. The calculation puts the LUMO energy at 0.0074 Eh. The value obtained for the HOMO energy is -8.0608 eV. The value obtained for the largest force on an atom is 4.1 eV Å⁻¹.



# 2
12 unconnected molecules or ions with the total composition C36H105N9O12. Source: OMol25; level of theory: ωB97M-V/def2-TZVPD.

Geometry (Å):
C (-19.080, 9.965, 5.105)
O (-19.907, 9.070, 4.466)
C (-19.144, 8.282, 3.614)
C (-18.429, 7.227, 4.390)
C (-17.808, 6.134, 3.548)
N (-19.347, 6.588, 5.341)
H (-18.517, 9.500, 5.922)
H (-19.688, 10.716, 5.627)
H (-18.445, 10.535, 4.425)
H (-19.837, 7.915, 2.864)
H (-18.374, 8.889, 3.121)
H (-17.598, 7.667, 4.965)
H (-17.286, 5.492, 4.268)
H (-17.072, 6.497, 2.831)
H (-18.522, 5.464, 3.064)
H (-18.843, 5.912, 5.917)
H (-19.691, 7.305, 5.979)
C (-17.687, 5.716, 8.176)
O (-17.687, 4.947, 7.020)
C (-17.548, 3.557, 7.317)
C (-17.402, 2.826, 5.995)
C (-17.638, 1.337, 6.185)
N (-16.094, 3.170, 5.436)
H (-17.741, 6.751, 7.845)
H (-16.753, 5.677, 8.778)
H (-18.444, 5.370, 8.892)
H (-16.739, 3.364, 8.033)
H (-18.488, 3.236, 7.818)
H (-18.175, 3.224, 5.333)
H (-17.620, 0.939, 5.175)
H (-18.611, 1.259, 6.675)
H (-16.897, 0.827, 6.796)
H (-16.108, 4.169, 5.262)
H (-15.290, 2.955, 6.015)
C (-15.685, 10.432, 4.484)
O (-15.844, 9.907, 5.776)
C (-15.709, 10.877, 6.822)
C (-15.676, 10.098, 8.152)
C (-16.944, 9.317, 8.380)
N (-15.400, 10.999, 9.260)
H (-16.128, 11.430, 4.360)
H (-16.197, 9.793, 3.768)
H (-14.615, 10.489, 4.255)
H (-14.783, 11.469, 6.720)
H (-16.567, 11.565, 6.728)
H (-14.866, 9.376, 7.922)
H (-17.859, 9.917, 8.376)
H (-16.969, 8.800, 9.344)
H (-17.002, 8.587, 7.570)
H (-14.454, 11.367, 9.189)
H (-15.470, 10.541, 10.159)
C (-20.458, 0.758, 10.899)
O (-19.960, 1.594, 9.895)
C (-20.821, 2.639, 9.589)
C (-21.989, 2.241, 8.705)
C (-21.618, 2.231, 7.227)
N (-23.131, 3.174, 8.955)
H (-19.702, 0.039, 11.229)
H (-21.337, 0.170, 10.601)
H (-20.689, 1.295, 11.838)
H (-21.118, 3.145, 10.520)
H (-20.289, 3.442, 9.050)
H (-22.372, 1.255, 8.994)
H (-21.439, 3.267, 6.899)
H (-22.434, 1.875, 6.591)
H (-20.710, 1.684, 6.947)
H (-23.747, 3.155, 8.142)
H (-22.788, 4.143, 8.924)
C (-20.028, 3.031, -1.890)
O (-20.574, 2.806, -0.648)
C (-19.586, 2.325, 0.249)
C (-20.212, 2.131, 1.568)
C (-19.190, 2.035, 2.690)
N (-21.145, 0.972, 1.524)
H (-19.705, 2.085, -2.348)
H (-19.195, 3.747, -1.902)
H (-20.772, 3.457, -2.569)
H (-19.089, 1.408, -0.100)
H (-18.814, 3.108, 0.300)
H (-20.848, 2.988, 1.836)
H (-18.787, 3.020, 2.925)
H (-18.400, 1.315, 2.482)
H (-19.739, 1.711, 3.582)
H (-21.589, 1.020, 0.605)
H (-21.892, 1.116, 2.193)
C (-14.269, 4.562, 2.199)
O (-14.533, 5.200, 3.422)
C (-13.423, 5.703, 4.105)
C (-13.638, 5.659, 5.581)
C (-14.821, 6.559, 5.957)
N (-12.486, 6.185, 6.396)
H (-14.005, 5.325, 1.439)
H (-15.123, 4.030, 1.792)
H (-13.419, 3.875, 2.306)
H (-12.478, 5.209, 3.800)
H (-13.265, 6.761, 3.793)
H (-13.758, 4.626, 5.909)
H (-14.623, 7.502, 5.434)
H (-14.952, 6.716, 7.026)
H (-15.794, 6.212, 5.598)
H (-11.710, 5.552, 6.117)
H (-12.150, 7.085, 6.037)
C (-15.782, 1.235, 10.650)
O (-16.463, 1.290, 11.876)
C (-16.188, 0.149, 12.642)
C (-16.873, 0.336, 13.968)
C (-16.221, 1.477, 14.733)
N (-16.869, -0.920, 14.793)
H (-14.695, 1.199, 10.797)
H (-15.955, 2.170, 10.108)
H (-16.176, 0.429, 10.019)
H (-16.645, -0.716, 12.125)
H (-15.110, -0.022, 12.732)
H (-17.910, 0.613, 13.730)
H (-16.769, 1.718, 15.655)
H (-16.249, 2.421, 14.185)
H (-15.213, 1.183, 15.026)
H (-17.717, -0.935, 15.344)
H (-16.875, -1.721, 14.164)
C (-13.819, 7.747, 9.859)
O (-13.967, 6.379, 10.032)
C (-12.759, 5.695, 10.346)
C (-12.921, 4.243, 9.867)
C (-11.607, 3.495, 9.832)
N (-13.600, 4.176, 8.550)
H (-14.794, 8.147, 9.585)
H (-13.109, 8.021, 9.067)
H (-13.498, 8.235, 10.791)
H (-11.942, 6.148, 9.761)
H (-12.596, 5.693, 11.428)
H (-13.584, 3.795, 10.622)
H (-11.752, 2.454, 9.562)
H (-11.064, 3.601, 10.773)
H (-10.977, 3.916, 9.036)
H (-14.490, 4.654, 8.717)
H (-13.078, 4.846, 7.960)
C (-21.900, -1.520, 5.220)
O (-21.284, -2.126, 6.324)
C (-20.146, -1.377, 6.710)
C (-19.451, -2.087, 7.828)
C (-18.234, -1.335, 8.307)
N (-18.985, -3.369, 7.281)
H (-21.222, -1.488, 4.360)
H (-22.278, -0.513, 5.441)
H (-22.771, -2.126, 4.959)
H (-19.445, -1.323, 5.867)
H (-20.469, -0.372, 7.012)
H (-20.125, -2.209, 8.691)
H (-17.742, -1.865, 9.129)
H (-18.404, -0.327, 8.705)
H (-17.519, -1.209, 7.492)
H (-18.640, -3.956, 8.043)
H (-19.737, -3.919, 6.870)
O (-13.604, 1.473, 7.566)
H (-13.516, 2.401, 7.954)
H (-13.545, 0.879, 8.325)
O (-17.759, -0.860, 3.693)
H (-17.467, -1.739, 4.000)
H (-18.442, -1.045, 3.027)
O (-15.036, 0.101, 4.060)
H (-15.933, -0.267, 3.908)
H (-15.175, 1.060, 4.156)

As for the SMILES: COC[C@H](C)N.COC[C@H](C)N.COC[C@H](C)N.COC[C@H](C)N.COC[C@H](C)N.COC[C@H](C)N.COC[C@H](C)N.COC[C@H](C)N.COC[C@H](C)N.O.O.O. As for the HOMO-LUMO gap: 9.208 eV. For the energy above the lowest of the compared OMol25 structures with the same formula, charge and spin, the calculation gives 77.8 kJ/mol. The calculation puts the LUMO energy at 0.0188 Eh. The value obtained for the HOMO energy is -8.6972 eV. The value obtained for the largest force on an atom is 2.4 eV Å⁻¹.



# 3
15 unconnected molecules or ions with the total composition C36H107N5O23. Source: OMol25; level of theory: ωB97M-V/def2-TZVPD.

Geometry (Å):
O (-23.421, 18.027, -5.985)
H (-23.290, 18.212, -6.917)
H (-22.642, 17.634, -5.584)
H (-24.156, 17.409, -5.982)
O (-25.257, 16.409, -6.252)
H (-24.705, 15.658, -6.546)
C (-23.055, 16.576, -9.612)
C (-22.299, 17.850, -9.317)
C (-21.841, 18.583, -10.615)
O (-20.885, 17.754, -11.351)
C (-20.091, 18.473, -12.308)
N (-23.116, 18.675, -8.517)
H (-22.480, 16.110, -10.412)
H (-24.099, 16.728, -9.889)
H (-23.134, 16.028, -8.673)
H (-21.391, 17.569, -8.781)
H (-21.494, 19.596, -10.410)
H (-22.763, 18.581, -11.197)
H (-20.517, 18.540, -13.309)
H (-19.234, 17.840, -12.538)
H (-19.637, 19.402, -11.962)
H (-22.842, 19.645, -8.586)
H (-23.986, 18.604, -9.025)
C (-22.495, 15.749, -1.732)
C (-22.721, 17.172, -1.198)
C (-21.579, 17.735, -0.335)
O (-21.420, 16.935, 0.879)
C (-20.468, 17.329, 1.851)
N (-22.964, 18.029, -2.298)
H (-22.123, 15.114, -0.928)
H (-21.742, 15.690, -2.518)
H (-23.399, 15.319, -2.163)
H (-23.610, 17.164, -0.567)
H (-21.743, 18.770, -0.036)
H (-20.656, 17.743, -0.916)
H (-19.419, 17.326, 1.555)
H (-20.609, 16.705, 2.734)
H (-20.638, 18.374, 2.112)
H (-23.805, 17.787, -2.803)
H (-23.066, 18.950, -1.896)
C (-27.462, 21.540, -4.773)
C (-27.661, 23.056, -4.690)
C (-28.890, 23.435, -3.800)
O (-30.002, 22.699, -4.243)
C (-31.136, 23.264, -3.636)
N (-26.399, 23.645, -4.241)
H (-27.175, 21.088, -3.824)
H (-26.661, 21.226, -5.443)
H (-28.408, 21.057, -5.017)
H (-27.887, 23.560, -5.630)
H (-28.961, 24.509, -3.973)
H (-28.650, 23.212, -2.760)
H (-32.054, 22.735, -3.890)
H (-31.236, 24.346, -3.729)
H (-31.018, 23.198, -2.554)
H (-25.656, 23.204, -4.764)
H (-26.101, 23.429, -3.301)
C (-22.093, 12.961, -4.079)
C (-22.587, 11.554, -4.163)
C (-21.626, 10.575, -3.536)
O (-20.452, 10.362, -4.267)
C (-19.561, 9.449, -3.622)
N (-23.934, 11.497, -3.543)
H (-21.110, 13.158, -4.506)
H (-22.156, 13.402, -3.084)
H (-22.745, 13.600, -4.674)
H (-22.795, 11.199, -5.172)
H (-22.111, 9.613, -3.366)
H (-21.390, 10.956, -2.543)
H (-19.644, 9.566, -2.541)
H (-18.518, 9.417, -3.935)
H (-19.849, 8.404, -3.737)
H (-23.963, 11.938, -2.635)
H (-24.481, 12.158, -4.076)
C (-18.995, 24.619, -9.902)
C (-19.733, 23.594, -8.972)
C (-18.954, 22.311, -8.661)
O (-19.708, 21.367, -7.874)
C (-18.836, 20.480, -7.254)
N (-20.040, 24.443, -7.845)
H (-19.568, 25.542, -9.987)
H (-18.868, 24.216, -10.907)
H (-17.976, 24.879, -9.613)
H (-20.654, 23.290, -9.468)
H (-18.035, 22.541, -8.122)
H (-18.588, 21.818, -9.562)
H (-19.339, 19.569, -6.929)
H (-18.261, 20.941, -6.450)
H (-18.056, 20.173, -7.950)
H (-19.188, 24.300, -7.322)
H (-20.638, 23.957, -7.193)
C (-21.853, 21.854, -5.146)
C (-23.067, 21.746, -4.092)
O (-24.252, 22.101, -4.803)
O (-21.790, 23.195, -5.637)
H (-22.034, 21.177, -5.981)
H (-20.881, 21.576, -4.740)
H (-22.858, 22.281, -3.165)
H (-23.133, 20.709, -3.761)
H (-24.424, 21.594, -5.600)
H (-21.560, 23.724, -4.869)
C (-23.266, 22.431, -8.652)
C (-24.649, 21.929, -8.233)
O (-24.723, 20.886, -7.204)
O (-22.449, 21.347, -8.898)
H (-22.838, 22.984, -7.816)
H (-23.404, 22.912, -9.621)
H (-25.094, 21.488, -9.125)
H (-25.256, 22.734, -7.818)
H (-24.977, 20.049, -7.599)
H (-21.536, 21.574, -8.706)
C (-26.209, 18.473, -3.904)
C (-27.639, 17.904, -4.315)
O (-27.557, 17.503, -5.697)
O (-25.273, 17.365, -3.725)
H (-26.214, 18.944, -2.921)
H (-25.830, 19.201, -4.622)
H (-28.410, 18.666, -4.205)
H (-27.943, 17.046, -3.715)
H (-26.751, 17.002, -5.841)
H (-25.307, 16.898, -4.564)
C (-28.057, 18.481, -9.058)
C (-26.790, 17.721, -9.227)
O (-25.831, 18.083, -8.272)
O (-28.925, 17.926, -8.120)
H (-28.671, 18.597, -9.952)
H (-27.746, 19.499, -8.821)
H (-26.411, 17.945, -10.224)
H (-26.922, 16.649, -9.083)
H (-25.910, 17.420, -7.582)
H (-28.531, 17.897, -7.245)
C (-26.172, 13.808, -1.699)
C (-27.441, 13.329, -2.496)
O (-28.462, 12.947, -1.528)
O (-25.480, 12.740, -1.104)
H (-26.528, 14.482, -0.920)
H (-25.549, 14.381, -2.386)
H (-27.156, 12.552, -3.205)
H (-27.925, 14.195, -2.947)
H (-28.122, 12.252, -0.959)
H (-25.564, 12.845, -0.153)
C (-25.828, 13.368, -7.258)
C (-26.215, 13.040, -5.811)
O (-25.588, 13.876, -4.776)
O (-26.282, 14.557, -7.876)
H (-26.215, 12.537, -7.847)
H (-24.758, 13.327, -7.462)
H (-25.951, 11.988, -5.707)
H (-27.296, 13.055, -5.676)
H (-25.632, 14.776, -5.108)
H (-25.934, 15.305, -7.386)
C (-20.167, 16.709, -5.188)
C (-20.075, 17.829, -4.172)
O (-21.129, 18.851, -4.222)
O (-21.496, 16.228, -5.469)
H (-19.514, 15.912, -4.834)
H (-19.850, 17.016, -6.185)
H (-19.108, 18.311, -4.310)
H (-20.007, 17.499, -3.135)
H (-21.818, 18.587, -3.608)
H (-21.296, 15.307, -5.651)
C (-18.687, 12.824, -5.951)
C (-19.575, 13.180, -7.174)
O (-19.700, 14.599, -7.340)
O (-17.339, 13.190, -6.102)
H (-18.681, 11.765, -5.694)
H (-19.045, 13.427, -5.116)
H (-20.520, 12.637, -7.164)
H (-19.104, 12.675, -8.018)
H (-19.447, 14.897, -8.217)
H (-17.317, 14.150, -6.083)

As for the HOMO-LUMO gap: 8.365 eV. For the energy above the lowest of the compared OMol25 structures with the same formula, charge and spin, the calculation gives 0.0 kJ/mol. The calculation puts the LUMO energy at 0.0015 Eh. The value obtained for the HOMO energy is -8.3235 eV. The value obtained for the largest force on an atom is 3.4 eV Å⁻¹.



Q: What is the HOMO-LUMO gap in the second record?
A: 9.208 eV



Q: Which of these has the lowest HOMO-LUMO gap?
A: C36H104N6O17



Q: Look up the largest force on an atom of the first one.
A: 4.1 eV Å⁻¹